Entry 1:
2 unconnected molecules or ions with the total composition C3H3F2N, computed with ωB97M-V/def2-TZVPD.

Each line ends with the Mulliken charge.
Geometry (Å):
C1 -1.573266 2.195360 0.510269  0.056
C2 0.180191 -1.815182 -0.257732  -0.697
C3 0.289419 -2.801335 0.592921  0.550
N1 -1.180700 2.076442 -0.560401  -0.327
F1 -0.658683 -3.229383 1.332982  -0.208
F2 1.346230 -3.610154 0.762228  -0.223
H1 -1.977429 2.531438 1.406199  0.278
H2 -0.721646 -1.409831 -0.403878  0.352
H3 1.134584 -1.341866 -0.620639  0.220

Atomic forces in eV per Å
0.4 0.3 -1.5
4.8 -0.3 0.2
1.5 -0.6 -0.9
0.0 -0.4 0.3
-1.8 -0.9 1.2
-0.1 0.9 0.1
-0.4 0.0 1.2
-3.1 1.8 -0.4
-1.4 -0.8 -0.1

Calculated values
E_HOMO: -9.937 eV
orbital gap: 10.782 eV
total charge: 0
energy relative to the best compared isomer or geometry (same formula, charge and spin): 38.76 kcal/mol
SMILES string: C=C(F)F.C#N
spin multiplicity: 1
LUMO level: 0.8 eV


Entry 2:
2 unconnected molecules or ions with the total composition C8H7IO2S, computed with ωB97M-V/def2-TZVPD.

Each line ends with the Mulliken charge.
Geometry (Å):
C1 1.689028 -2.039190 -0.998542  -0.212
C2 2.549253 -0.992895 -0.591502  -0.432
C3 0.346035 -1.874698 -0.862451  -0.852
C4 2.175226 0.145106 0.003666  -0.743
C5 -0.048983 -0.631570 -0.357076  0.463
C6 0.779763 0.422672 0.043687  0.041
C7 -2.865764 0.954567 1.980996  0.108
C8 -3.694102 0.250592 1.454254  -0.862
O1 -1.199213 2.269981 -0.115044  -0.462
O2 1.256414 3.057287 0.407667  -0.538
S1 0.244626 2.081930 0.769093  0.604
I1 -5.051046 -0.777124 0.409680  0.249
H1 2.108827 -2.979303 -1.391279  0.333
H2 3.592375 -1.021054 -0.896309  0.305
H3 -0.277198 -2.722190 -0.991546  0.407
H4 2.783678 0.965658 0.217026  0.480
H5 -1.147680 -0.499421 -0.335686  0.230
H6 -2.156258 1.598185 2.249764  0.533
H7 -1.084984 1.791467 -0.996397  0.348

Atomic forces in eV per Å
1.4 -0.1 0.0
1.7 -1.8 -1.5
1.2 1.0 1.1
-3.4 1.5 -0.3
-2.6 1.0 0.1
0.4 -0.9 0.0
-3.1 -2.7 -1.7
0.5 0.5 0.3
1.9 -1.2 -1.1
0.2 -0.1 -0.5
-1.3 -1.2 -0.3
0.1 0.0 0.2
-0.1 0.7 0.2
0.1 -0.5 0.4
-1.0 -0.2 -0.4
1.4 0.8 0.4
0.6 0.2 0.3
2.3 2.1 1.3
-0.3 1.0 1.4

Calculated values
E_HOMO: -9.582 eV
orbital gap: 9.850 eV
total charge: 0
energy relative to the best compared isomer or geometry (same formula, charge and spin): 0.00 kcal/mol
spin multiplicity: 1
LUMO level: 0.3 eV


Entry 3:
A molecular structure, C16H44GaN2O7S5, computed with ωB97M-V/def2-TZVPD.

Each line ends with the Mulliken charge.
Geometry (Å):
C1 5.178535 -0.137245 -0.521982  -0.489
N1 4.130005 0.981925 -0.353367  -0.404
C2 2.842553 0.208065 -0.064474  -0.511
Ga1 1.108182 1.298870 -0.339938  0.034
C3 -0.185496 0.046907 -1.437378  -0.591
C4 -1.002911 -0.948583 -0.381348  -0.448
C5 -2.474873 -0.246051 -0.106634  -0.267
O1 -3.064138 -0.813894 1.147781  -0.445
N2 1.353329 3.006071 -1.240943  -0.428
C6 0.623722 3.951088 -0.509770  0.549
O2 0.017339 4.762863 0.400602  -0.615
H1 4.794119 -1.060505 0.122786  0.137
H2 6.248023 0.220749 -0.158977  0.275
H3 5.182076 -0.406005 -1.669453  0.156
H4 4.422795 1.484360 0.529903  0.223
H5 2.829421 -0.682834 -0.856579  0.250
H6 2.863609 -0.314890 1.002602  0.218
H7 0.497512 1.653605 1.128969  -0.225
H8 0.542806 -0.669894 -2.054571  0.203
H9 -0.897492 0.676765 -2.119615  0.275
H10 -0.403826 -1.095197 0.639296  0.247
H11 -1.167215 -1.973610 -0.942365  0.211
H12 -2.423929 0.924443 0.022952  0.097
H13 -3.165422 -0.586242 -1.005668  0.224
H14 -2.325066 -0.901625 1.847273  0.296
C7 5.939066 -4.530904 1.730169  -0.711
S1 6.780098 -3.041505 1.139878  0.505
O3 6.483358 -2.907084 -0.324238  -0.560
C8 8.459454 -3.697257 1.296537  -0.974
H15 4.861047 -4.361669 1.683001  0.307
H16 6.199098 -5.383388 1.098186  0.103
H17 6.227876 -4.728598 2.765001  0.405
H18 8.565731 -4.600340 0.691056  0.257
H19 8.667344 -3.921732 2.345184  0.375
H20 9.162713 -2.939549 0.943185  0.348
C9 -5.811089 -2.932912 3.449387  -0.967
S2 -4.431007 -2.384822 4.483340  0.626
O4 -4.057819 -3.528250 5.379477  -0.674
C10 -5.389123 -1.209750 5.471271  -0.945
H21 -5.448519 -3.707278 2.769761  0.296
H22 -6.607174 -3.344407 4.074423  0.371
H23 -6.189073 -2.089927 2.866399  0.339
H24 -6.210704 -1.726276 5.972933  0.312
H25 -5.780656 -0.422162 4.823448  0.337
H26 -4.729053 -0.766242 6.220379  0.306
C11 6.560065 -5.706426 -2.552605  -0.838
S3 5.180701 -6.428805 -1.630859  0.563
O5 5.708496 -6.859642 -0.294606  -0.668
C12 5.022527 -7.911074 -2.656846  -0.997
H27 6.855701 -4.776688 -2.061508  0.230
H28 7.407366 -6.396183 -2.560709  0.297
H29 6.243063 -5.488876 -3.575128  0.374
H30 5.963389 -8.466266 -2.658503  0.306
H31 4.754942 -7.622796 -3.675945  0.367
H32 4.232008 -8.539461 -2.239998  0.326
C13 -3.689288 8.519926 0.536337  -0.994
S4 -4.149864 6.940534 -0.216974  0.588
O6 -5.497548 6.560980 0.321028  -0.629
C14 -2.915708 5.946522 0.656863  -0.826
H33 -4.362840 9.292848 0.159628  0.307
H34 -3.782235 8.457882 1.623195  0.303
H35 -2.662470 8.771251 0.260926  0.345
H36 -3.055887 6.041368 1.736129  0.349
H37 -1.913806 6.280436 0.377649  0.346
H38 -3.042096 4.901127 0.365785  0.232
C15 -5.282207 5.475181 -3.630872  -0.964
S5 -6.214834 4.353401 -2.560402  0.637
O7 -5.922239 2.953187 -3.011566  -0.667
C16 -7.849286 4.799424 -3.196343  -0.933
H39 -4.217080 5.339268 -3.430815  0.297
H40 -5.484926 5.246965 -4.679954  0.376
H41 -5.561349 6.508074 -3.410460  0.316
H42 -7.895419 4.612372 -4.271678  0.298
H43 -8.046008 5.853921 -2.989940  0.325
H44 -8.598392 4.186465 -2.689712  0.306

Atomic forces in eV per Å
-0.1 0.2 0.1
0.9 -2.0 1.6
0.2 -0.8 -0.5
-0.6 -1.9 0.8
0.4 -1.1 0.2
-0.5 1.2 -1.1
0.9 -1.1 0.3
1.7 0.3 0.2
-5.5 8.3 4.7
1.7 -2.3 1.4
4.0 -5.1 -6.6
1.3 1.8 -1.5
-2.1 -0.8 -0.9
0.2 0.2 2.4
-0.7 -0.7 -1.3
0.0 1.8 1.6
0.1 0.9 -1.9
-0.1 0.0 -0.2
-1.7 1.7 0.9
1.1 -1.5 1.1
-1.3 0.3 -2.2
0.2 1.8 1.5
0.1 -2.4 -0.5
1.2 1.0 2.0
-1.6 0.4 -2.0
0.1 0.0 0.0
-0.2 0.0 -0.3
0.4 -0.5 0.5
0.1 -0.1 -0.1
0.2 0.1 0.0
-0.1 0.2 0.0
0.0 0.1 0.0
-0.1 0.0 0.0
-0.1 0.0 -0.1
-0.2 0.0 0.0
-0.1 0.0 0.0
0.1 -0.3 0.2
-0.4 0.5 -0.3
-0.1 0.0 0.1
0.1 0.2 0.1
0.1 0.0 0.1
0.1 0.0 0.0
0.1 -0.1 -0.1
0.1 -0.1 0.0
0.0 -0.1 -0.2
0.1 0.0 0.0
0.2 0.1 0.1
0.0 -0.2 -0.6
0.1 -0.2 0.0
-0.2 0.0 0.1
-0.1 -0.1 0.0
-0.1 0.0 0.1
0.0 0.1 0.1
0.0 0.1 0.1
0.1 0.2 0.0
0.0 0.1 0.1
-0.1 -0.3 0.5
0.4 0.3 -0.2
-0.1 0.1 -0.1
0.0 -0.2 0.0
0.0 -0.1 -0.1
-0.1 -0.1 0.0
-0.1 0.1 -0.1
-0.1 -0.1 0.0
0.0 0.2 0.0
0.0 0.0 -0.2
0.2 -0.5 0.0
-0.3 0.7 0.0
-0.1 0.0 -0.1
-0.2 -0.1 0.1
0.0 -0.1 0.1
0.0 -0.1 0.1
0.1 0.0 0.1
0.1 -0.1 0.1
0.2 0.0 0.0

Calculated values
E_HOMO: -4.631 eV
orbital gap: 6.775 eV
total charge: -1
spin multiplicity: 1
LUMO level: 2.1 eV


Entry 4:
A molecular structure, C16H20AuBN7S4, computed with ωB97M-V/def2-TZVPD.

Each line ends with the Mulliken charge.
Geometry (Å):
Au1 -0.426489 -1.033818 0.807233  0.546
C1 4.195428 -3.848608 0.432101  -0.849
S1 3.962689 -2.593748 -0.843686  -0.050
C2 2.255749 -2.195940 -0.693063  0.548
S2 1.310185 -2.760240 0.682480  -0.286
N1 1.782861 -1.529874 -1.696004  -1.131
N2 0.445905 -1.352120 -1.477484  0.564
C3 -0.386934 -1.671772 -2.366774  -0.675
C4 -1.780284 -1.803922 -1.901975  0.693
C5 -2.810592 -2.036700 -2.798353  -0.773
C6 -4.074857 -2.329477 -2.320672  -0.252
C7 -4.276035 -2.386232 -0.952608  -0.826
C8 -3.213789 -2.109508 -0.113753  -0.125
N3 -1.989004 -1.825083 -0.569329  0.085
H1 5.212175 -4.211552 0.290732  0.364
H2 3.501091 -4.673406 0.289914  0.322
H3 4.088930 -3.435922 1.432406  0.274
H4 -0.104520 -2.009849 -3.362625  0.424
H5 -2.606682 -1.996857 -3.860199  0.452
H6 -4.888109 -2.527831 -3.006438  0.459
H7 -5.235700 -2.649333 -0.531526  0.433
H8 -3.338101 -2.123748 0.959371  0.467
C9 4.036847 0.009825 2.028596  -0.756
N4 3.111269 1.124281 1.821630  0.234
C10 3.490507 2.379534 1.437648  -0.468
C11 2.362287 3.133012 1.402158  -0.414
N5 1.309590 2.343841 1.777376  0.325
B1 -0.127474 2.880986 2.122987  -0.072
N6 -0.966773 2.827696 0.798281  0.248
C12 -1.002769 3.787701 -0.182226  -0.406
C13 -1.917510 3.411466 -1.106746  -0.500
N7 -2.433976 2.211559 -0.682571  0.142
C14 -3.416393 1.421476 -1.414586  -0.895
C15 -1.833523 1.864952 0.477512  0.137
S3 -2.189542 0.439940 1.398741  -0.484
C16 1.771923 1.106569 2.004052  -0.010
S4 0.917192 -0.299450 2.557340  -0.275
H9 5.013018 0.425208 2.263658  0.361
H10 4.102317 -0.596545 1.129788  0.198
H11 3.690691 -0.602264 2.855042  0.333
H12 4.518817 2.634139 1.251476  0.438
H13 2.235690 4.177216 1.179890  0.451
H14 -0.619037 2.142927 2.919183  -0.029
H15 -0.033733 4.026099 2.485476  -0.123
H16 -0.395544 4.673497 -0.130544  0.451
H17 -2.257375 3.895320 -2.005185  0.441
H18 -4.035410 2.095356 -2.000593  0.383
H19 -4.036805 0.875297 -0.710692  0.317
H20 -2.918199 0.715904 -2.077441  0.308

Atomic forces in eV per Å
0.2 -0.5 0.3
0.0 0.1 0.0
-0.1 0.0 0.1
0.2 -0.1 -0.1
0.1 0.1 -0.2
-0.3 -0.1 0.3
0.1 0.8 -0.4
-0.2 -0.2 0.0
0.0 -0.1 0.0
0.0 0.0 -0.1
-0.1 0.0 -0.1
0.0 0.0 0.0
0.2 0.0 0.0
0.1 -0.1 -0.3
0.0 0.0 0.0
0.0 0.0 0.0
0.0 0.0 0.0
0.0 0.0 0.0
0.0 0.0 0.0
0.0 0.0 0.0
0.0 0.0 0.0
0.0 0.0 0.0
-0.1 0.1 0.0
0.1 -0.2 -0.1
0.0 0.0 0.0
0.0 0.0 0.1
-0.1 0.0 0.1
0.0 0.0 0.0
-0.1 0.1 0.2
0.0 0.0 0.1
0.0 0.0 0.0
-0.1 -0.2 -0.2
0.0 0.1 0.1
0.0 0.0 -0.1
0.1 0.3 0.1
0.1 0.0 -0.1
-0.2 0.3 0.3
0.0 0.0 0.0
0.0 -0.1 -0.1
0.0 0.0 0.0
0.0 0.0 0.0
0.0 0.0 0.0
0.0 0.1 0.0
0.1 -0.1 -0.2
0.0 0.0 0.0
0.0 0.0 0.0
0.0 0.0 0.0
0.0 0.0 0.0
0.0 0.0 0.0

Calculated values
E_HOMO: -10.898 eV
orbital gap: 6.344 eV
total charge: +1
energy relative to the best compared isomer or geometry (same formula, charge and spin): 19.69 kcal/mol
spin multiplicity: 1
LUMO level: -4.6 eV


Entry 5:
2 unconnected molecules or ions with the total composition C7H8Cl3NO3, computed with ωB97M-V/def2-TZVPD.

Each line ends with the Mulliken charge.
Geometry (Å):
C1 1.628699 1.271506 0.076110  -0.277
C2 2.112212 -0.016910 -0.307780  0.781
C3 -0.346677 2.662064 -0.190253  -0.254
C4 -2.341403 0.185858 1.160725  0.386
C5 -1.430741 -0.905749 1.708822  -0.854
C6 3.719858 -1.330102 -1.326950  -0.668
C7 -3.077710 -0.238657 -0.115897  0.511
N1 0.636378 1.911224 -0.079987  0.034
O1 1.425429 -0.959543 0.064957  -0.539
O2 -2.463423 1.272143 1.630001  -0.476
O3 3.289408 -0.039270 -0.925541  -0.318
Cl1 -4.388788 0.919158 -0.318241  -0.120
Cl2 -1.887463 0.010718 -1.454818  -0.119
Cl3 -3.692541 -1.858730 -0.436697  -0.125
H1 -1.229020 2.110052 0.066767  0.104
H2 -0.075233 3.556706 -0.735046  0.278
H3 -0.438937 -0.601762 1.522299  0.113
H4 -1.690211 -1.814635 1.191137  0.350
H5 -1.642474 -1.126283 2.745919  0.343
H6 4.590339 -1.147754 -2.046814  0.245
H7 3.119357 -2.032579 -1.819276  0.333
H8 4.182938 -1.827452 -0.409442  0.273

Atomic forces in eV per Å
0.8 -0.4 1.0
-1.3 0.0 0.4
-0.4 0.6 -0.6
0.9 -2.2 1.4
-1.9 0.0 -0.3
4.7 -0.1 1.0
-0.7 1.1 -2.0
2.0 -1.0 -0.1
1.1 -0.1 -0.7
-0.2 0.4 -0.1
-0.9 -0.3 -0.6
-0.5 0.0 -0.3
0.2 0.1 0.2
-0.1 -0.2 1.0
-0.9 1.3 0.1
-1.2 0.3 0.0
1.3 0.0 0.0
0.5 -0.4 -0.3
0.1 0.5 0.4
-1.1 -0.1 1.1
-1.9 -0.3 -0.4
-0.7 0.4 -1.2

Calculated values
E_HOMO: -8.173 eV
orbital gap: 8.241 eV
total charge: 0
spin multiplicity: 1
LUMO level: 0.1 eV


Entry 6:
A molecular structure, C30H22BrN2O3PS2V, computed with ωB97M-V/def2-TZVPD.

Each line ends with the Mulliken charge.
Geometry (Å):
V1 0.382500 0.365296 0.131202  -0.720
C1 -4.733695 1.919083 -0.711599  -0.536
C2 -4.259974 1.839628 0.593537  -0.833
C3 -3.258663 0.940512 0.913667  -0.141
C4 -2.737876 0.111116 -0.092936  0.418
C5 -3.214985 0.196525 -1.413480  -0.341
C6 -4.213771 1.101425 -1.713372  -0.922
P1 -1.485899 -1.076834 0.283274  2.159
C7 -1.807967 -2.752767 -0.060084  0.753
C8 -0.847971 -3.737608 0.242740  -0.310
C9 -1.170810 -5.062773 0.040840  -0.949
C10 -2.422590 -5.405431 -0.466616  -0.485
C11 -3.369807 -4.431614 -0.764631  -0.867
C12 -3.076471 -3.097654 -0.562696  -0.504
C13 -0.695934 -0.700832 1.841783  -0.280
C14 -0.745500 -1.585838 2.942909  -0.628
C15 -0.195852 -1.181533 4.137683  -0.809
C16 0.432736 0.068060 4.266967  -0.720
C17 0.536275 0.935765 3.191887  -0.310
C18 -0.011603 0.528464 1.986819  0.922
H1 -5.524872 2.617276 -0.952330  0.491
H2 -4.687299 2.464412 1.366144  0.507
H3 -2.909359 0.861144 1.935213  0.512
H4 -2.817048 -0.449802 -2.186924  0.659
H5 -4.600505 1.167571 -2.721330  0.496
H6 0.124329 -3.460808 0.626963  0.454
H7 -0.451337 -5.835542 0.273793  0.480
H8 -2.664126 -6.448394 -0.625346  0.451
H9 -4.341179 -4.717609 -1.143680  0.461
H10 -3.822032 -2.340996 -0.763798  0.468
H11 -1.276747 -2.525979 2.863059  0.595
H12 -0.254085 -1.834514 4.998781  0.515
H13 0.881616 0.334762 5.215531  0.472
H14 1.107714 1.851313 3.272670  0.508
O1 -0.177438 6.123793 -1.697741  -0.458
C19 -0.094725 4.941026 -1.144202  0.785
C20 -0.063951 4.702660 0.239383  -0.563
C21 0.021777 3.416928 0.695072  -0.731
N1 0.066286 2.346079 -0.135200  0.498
C22 0.025552 2.612026 -1.454042  0.280
Br1 0.152344 1.004307 -2.457083  -0.046
C23 -0.050976 3.839073 -2.025630  -0.536
H15 -0.202896 6.858162 -1.064610  0.354
H16 -0.102717 5.522623 0.944466  0.417
H17 0.047983 3.206243 1.752805  0.368
H18 -0.071001 3.986321 -3.096524  0.582
O2 1.070847 -1.537101 -0.657999  -0.579
S1 2.444452 -1.396846 -0.058784  1.139
O3 2.710735 -2.309498 0.988510  -0.663
N2 2.234202 0.189857 0.354195  0.140
C24 3.366626 0.994979 0.043124  0.048
S2 3.545502 2.510706 0.540106  -0.224
C25 4.250977 0.189784 -0.824171  0.512
C26 5.449155 0.614510 -1.374973  -0.811
C27 6.160012 -0.261408 -2.186914  -0.628
C28 5.695097 -1.546552 -2.441005  -0.647
C29 4.507510 -2.002709 -1.879972  -0.655
C30 3.803719 -1.108817 -1.096512  0.565
H19 5.814659 1.612162 -1.169820  0.471
H20 7.096611 0.057201 -2.624029  0.448
H21 6.274173 -2.208372 -3.070582  0.450
H22 4.158273 -3.012962 -2.044508  0.516

Atomic forces in eV per Å
0.4 -0.2 -0.2
0.0 0.0 0.0
0.0 0.0 0.0
0.0 0.0 0.0
0.0 0.0 0.0
0.0 0.0 0.0
0.0 0.0 0.0
-0.1 0.3 0.2
0.1 -0.1 0.0
-0.1 0.0 0.0
0.0 0.0 0.0
0.0 0.0 0.0
0.0 0.0 0.0
0.1 0.0 0.0
-0.1 -0.1 0.2
0.0 0.0 -0.1
0.1 0.1 0.1
0.0 -0.1 0.0
0.0 0.0 -0.1
-0.3 -0.2 0.0
0.0 0.0 0.0
0.0 0.0 0.0
0.0 0.0 0.0
0.0 0.0 0.0
0.0 0.0 0.0
0.0 0.0 0.0
0.0 0.0 0.0
0.0 0.0 0.0
0.0 0.0 0.0
0.0 0.0 0.0
0.0 0.0 0.0
0.0 0.0 0.0
0.0 0.0 0.0
0.0 0.0 0.0
0.0 0.0 0.0
-0.1 0.0 -0.1
0.0 0.0 0.0
0.0 0.0 0.0
0.0 0.2 -0.1
0.0 0.1 0.1
0.0 -0.1 -0.1
0.0 0.0 0.0
0.0 0.0 0.0
0.0 0.0 0.0
0.0 0.0 0.0
0.0 0.0 0.0
0.1 0.2 0.1
-0.2 0.2 -0.2
0.1 -0.2 0.1
0.0 0.0 0.0
-0.2 -0.1 0.0
0.0 0.1 0.0
0.2 0.1 -0.1
0.0 0.0 0.0
0.0 0.1 0.0
0.0 -0.1 0.0
0.0 -0.1 0.0
0.0 0.0 0.0
0.0 0.0 0.0
0.0 0.0 0.0
0.0 0.0 0.0
0.0 0.0 0.0

Calculated values
E_HOMO (alpha / beta): -17.088 / -17.088 eV
orbital gap (alpha / beta): 6.181 / 6.163 eV
total charge: +3
energy relative to the best compared isomer or geometry (same formula, charge and spin): 0.00 kcal/mol
spin multiplicity: 1
LUMO level (alpha / beta): -10.9 / -10.9 eV